[1]
{"formula": "CH5N3", "method": "the ωB97M-V functional and the def2-TZVPD basis", "elements": ["N", "N", "C", "N", "H", "H", "H", "H", "H"], "positions_angstrom": [[-0.44878, -0.28369, 1.87234], [0.40257, 0.12808, -1.63877], [0.47046, 0.07310, -0.27171], [-0.56624, -0.12217, 0.44816], [-1.32214, -0.72580, 2.16207], [-0.80352, 0.80112, 1.43707], [-0.39053, -0.34294, -2.04970], [1.26855, 0.01778, -2.14129], [1.38962, 0.45451, 0.18183]], "orbital_gap_ev": 9.38, "e_homo_ev": -8.2, "total_charge": 0}

=====

[2]
{"formula": "C7H8ClFN", "method": "the ωB97M-V functional and the def2-TZVPD basis", "elements": ["C", "C", "C", "C", "C", "C", "C", "N", "F", "Cl", "H", "H", "H", "H", "H", "H", "H", "H"], "positions_angstrom": [[1.15788, 1.92111, 0.07009], [-0.28917, 1.95712, 0.20746], [1.19262, -0.72646, 0.34361], [1.92407, 0.78302, 0.02524], [-0.74323, -0.19811, -0.93777], [-1.12405, 1.02077, -0.28488], [-0.75654, -2.19771, 0.38887], [-0.01673, -0.99670, -0.00763], [3.24358, 0.82033, 0.17119], [-2.77840, 1.22797, 0.05826], [1.61560, 2.92807, 0.03386], [-0.72770, 2.72736, 0.76012], [1.98908, -1.16722, 0.96925], [-1.62159, -0.79889, -1.41803], [-0.03045, -0.01064, -1.80730], [-0.47410, -2.59647, 1.35727], [-1.86503, -1.88312, 0.63154], [-0.69582, -2.81042, -0.56116]], "orbital_gap_ev": 8.13, "smiles": "C[N+]1=CC(F)=CC=C(Cl)C1", "e_homo_ev": -13.2, "total_charge": 1}

=====

Calculated values (kJ/mol) of ΔE to the lowest compared entry with this formula, charge and spin for the records, taken in order: 389.0; 39.3.